Entry 1:
53
Properties=species:S:1:pos:R:3:forces:R:3:nbo_charge:R:1 method="wB97M-V/def2-TZVPD" charge=+1 smiles="CCC[N+](CC#Cc1ccccc1)(CCC)CC(=O)c1ccc(Cl)cc1" spin_multiplicity=1 de_lowest_kcal_mol=0.0 total_energy_ha=-1482.52784 lumo_energy_ev=-3.2 max_force_ha_per_bohr=0.0216 orbital_gap_ha=0.3076 homo_ev=-11.5930
C -1.702680 1.083812 3.049407 0.0 -0.2 0.0 -0.6088
C -1.897555 0.039729 1.953051 0.1 0.2 0.1 -0.4334
C -1.848682 0.611575 0.530962 -1.0 -0.1 0.5 -0.2301
N -0.557749 0.452188 -0.217323 -0.1 0.1 -0.1 -0.2013
C -0.232283 -1.008136 -0.411244 0.0 -0.9 -0.1 -0.3011
C 0.482487 -1.605075 0.695622 0.5 -0.3 0.4 -0.1523
C 1.119205 -2.125247 1.576471 -0.6 0.5 -0.8 0.1595
C 1.832844 -2.717537 2.642356 0.3 -0.3 0.5 -0.1040
C 3.154081 -3.125749 2.455413 -0.1 0.0 0.0 -0.1923
C 3.846106 -3.704703 3.501452 0.1 0.0 0.0 -0.2021
C 3.233345 -3.876007 4.733205 0.0 0.0 0.0 -0.1759
C 1.921712 -3.468343 4.921716 0.0 0.0 0.1 -0.2029
C 1.217429 -2.891046 3.883089 0.0 0.0 -0.1 -0.1933
C 0.533105 1.142330 0.532314 0.8 0.3 0.3 -0.2241
C 1.920314 1.116762 -0.108139 -0.1 0.0 0.0 -0.4280
C 2.944119 1.632530 0.900230 -0.1 -0.1 -0.1 -0.6003
C -0.712218 1.097728 -1.547594 -0.2 0.1 -0.6 -0.3298
C -1.782807 0.485185 -2.472428 0.2 -0.1 0.5 0.5619
O -2.439668 -0.471632 -2.122700 0.1 0.1 -0.1 -0.5502
C -1.939834 1.127120 -3.776902 -0.3 0.2 -0.7 -0.1479
C -1.193388 2.227904 -4.217085 -0.2 -0.3 0.2 -0.1804
C -1.415609 2.766607 -5.465202 -0.1 0.1 -0.3 -0.2241
C -2.387093 2.219366 -6.301842 0.1 -0.2 0.5 -0.0003
Cl -2.654204 2.898447 -7.849718 0.0 0.1 -0.1 0.0707
C -3.137562 1.124745 -5.880896 0.0 0.2 -0.2 -0.2314
C -2.912296 0.589626 -4.633438 0.2 0.0 0.3 -0.1293
H -0.713026 1.531875 3.033679 0.1 0.1 0.0 0.1994
H -1.839378 0.617309 4.020880 0.0 0.0 0.1 0.2307
H -2.441213 1.876440 2.955980 -0.1 0.1 0.0 0.2129
H -2.885964 -0.401597 2.089669 0.0 -0.1 -0.1 0.2349
H -1.174360 -0.766864 2.069057 -0.1 0.0 0.0 0.2334
H -2.073642 1.680337 0.568459 0.2 0.0 -0.1 0.2167
H -2.613635 0.125074 -0.074922 0.3 0.1 0.0 0.2603
H -1.171328 -1.540825 -0.582394 0.1 0.3 -0.1 0.2854
H 0.375708 -1.104195 -1.315480 -0.1 0.1 0.0 0.2475
H 3.623174 -2.991674 1.491851 0.0 0.0 -0.1 0.2205
H 4.866456 -4.024742 3.356135 0.1 0.0 0.0 0.2274
H 3.777865 -4.329568 5.546793 0.0 0.0 0.1 0.2273
H 1.445897 -3.603871 5.880861 0.0 0.0 0.1 0.2270
H 0.193336 -2.576057 4.022112 -0.1 0.0 0.0 0.2167
H 0.224367 2.178967 0.685178 -0.2 -0.1 0.0 0.2254
H 0.608041 0.652881 1.503370 -0.2 0.1 -0.1 0.2503
H 1.960999 1.749573 -0.996035 0.0 -0.1 -0.1 0.2068
H 2.195223 0.099821 -0.387381 0.0 0.0 -0.1 0.2211
H 3.932061 1.649851 0.450518 0.1 0.0 0.0 0.2338
H 2.699111 2.641817 1.221058 0.0 0.1 0.1 0.2120
H 2.979508 0.988231 1.774978 0.0 -0.1 0.1 0.2159
H 0.242992 1.037125 -2.072700 0.0 0.1 0.1 0.2546
H -0.957069 2.151365 -1.391972 0.1 -0.1 0.1 0.2517
H -0.433672 2.677162 -3.597067 0.1 0.1 0.1 0.2115
H -0.840452 3.613987 -5.802471 0.0 0.1 -0.1 0.2400
H -3.887683 0.704275 -6.530977 -0.1 0.0 -0.1 0.2441
H -3.484438 -0.258880 -4.289959 -0.1 -0.1 0.0 0.2439



Entry 2:
81
Properties=species:S:1:pos:R:3:forces:R:3:lowdin_charge:R:1 method="wB97M-V/def2-TZVPD" charge=0 smiles="FC(F)C(F)(F)COC(F)(F)C(F)F.FC(F)C(F)(F)COC(F)(F)C(F)F.FC(F)C(F)(F)COC(F)(F)C(F)F.CCOCCOC(=O)CCCF" spin_multiplicity=1 total_energy_ha=-3840.59806 lumo_energy_ev=0.4 max_force_ha_per_bohr=0.0923 orbital_gap_ha=0.3791 homo_ev=-9.9341
F 0.519946 2.195933 0.532295 0.1 0.1 0.1 0.0859
C 0.142913 2.735706 -0.642907 -0.2 -0.8 -0.6 -0.3009
F 0.890098 2.122911 -1.597061 0.0 0.4 -0.1 0.0879
C 0.348388 4.249606 -0.695906 0.5 0.7 0.4 -0.4293
F 1.662794 4.573711 -0.627054 -0.1 -0.3 0.0 0.1245
F -0.074936 4.676934 -1.923017 -0.3 -0.3 0.2 0.1041
C -0.423529 5.080459 0.353006 -0.5 0.7 0.1 -0.0374
O 0.285305 5.473247 1.540227 0.4 -1.4 0.2 0.0347
C 0.370644 4.534405 2.590162 -1.4 1.0 -1.0 -0.5075
F -0.496938 3.529683 2.365243 0.4 -0.2 0.4 0.1348
F -0.078332 5.170145 3.696092 0.5 -0.1 0.0 0.1454
C 1.804095 4.047402 2.838690 0.8 0.0 0.0 -0.2715
F 2.356241 3.510616 1.732241 -0.2 0.2 0.1 0.0986
F 1.824463 3.082611 3.792993 -0.4 0.0 0.1 0.0836
H -0.903449 2.473491 -0.822759 -0.1 0.2 0.0 0.1688
H -0.663178 6.030483 -0.132961 0.3 -0.1 0.0 0.1487
H -1.395799 4.640893 0.591936 0.3 -0.2 0.0 0.1456
H 2.442536 4.870806 3.164977 -0.2 0.1 0.1 0.1766
F -0.372320 0.115638 5.945501 0.1 -0.1 0.0 0.0947
C -0.113550 0.119564 4.624674 -0.7 0.6 -0.3 -0.2977
F -1.311361 -0.034175 4.004226 0.2 -0.2 -0.2 0.0948
C 0.850224 -0.989651 4.202836 0.4 -0.9 0.2 -0.4304
F 0.307943 -2.216328 4.396639 -0.1 0.3 0.1 0.1254
F 1.038251 -0.876143 2.853424 0.0 0.4 0.2 0.1008
C 2.253465 -0.959708 4.848938 0.8 -0.1 -0.1 -0.0392
O 2.479384 -1.808862 5.986252 -1.2 0.6 0.6 0.0322
C 2.072629 -1.331995 7.251771 1.2 0.5 -1.4 -0.5064
F 1.799515 -0.016357 7.168182 -0.2 -0.2 0.4 0.1363
F 3.157099 -1.434287 8.053486 -0.4 -0.3 0.1 0.1430
C 0.922807 -2.148756 7.856079 -0.5 -0.5 0.3 -0.2782
F -0.152324 -2.188669 7.042933 0.3 0.0 -0.1 0.0968
F 0.509430 -1.602428 9.025339 0.4 0.2 -0.1 0.0973
H 0.276422 1.103701 4.352417 0.2 -0.1 -0.1 0.1581
H 2.940274 -1.350360 4.092702 -0.3 -0.1 0.1 0.1475
H 2.599891 0.060774 5.034132 -0.3 -0.1 0.1 0.1424
H 1.237315 -3.176963 8.046460 0.2 0.1 0.0 0.1748
F 4.177244 -4.714318 -2.721442 0.0 0.2 0.0 0.0948
C 2.985493 -4.242827 -2.313175 -0.4 -0.8 0.2 -0.2993
F 2.047819 -5.054452 -2.866270 -0.2 0.3 0.0 0.0930
C 2.741813 -2.791929 -2.729166 0.4 0.8 -0.7 -0.4263
F 2.663215 -2.668950 -4.076077 0.0 -0.3 0.2 0.1272
F 1.512691 -2.431028 -2.251566 0.3 -0.4 0.3 0.0827
C 3.748177 -1.749830 -2.191444 0.1 0.8 0.3 -0.0357
O 4.819644 -1.351135 -3.061892 0.3 -1.4 -0.2 0.0351
C 5.963367 -2.177717 -3.115341 -0.9 1.1 1.3 -0.5061
F 5.930654 -3.054825 -2.093951 0.4 -0.2 -0.3 0.1347
F 7.018823 -1.367739 -2.873370 0.0 -0.2 -0.5 0.1442
C 6.149915 -2.850767 -4.481495 0.1 -0.2 -0.7 -0.2776
F 5.072419 -3.579310 -4.838681 0.0 0.2 0.2 0.0962
F 7.206112 -3.699521 -4.457666 0.0 0.2 0.3 0.0975
H 2.923560 -4.356406 -1.227771 0.0 0.2 0.0 0.1742
H 3.176520 -0.828771 -2.044245 0.0 -0.2 -0.3 0.1488
H 4.115248 -2.007915 -1.194333 0.0 -0.3 -0.2 0.1445
H 6.322893 -2.104578 -5.259689 0.0 0.2 0.2 0.1752
C -1.185034 -1.041325 -1.618190 0.6 -0.3 -0.5 -0.0639
C -1.038377 -0.751545 -3.192446 0.9 -1.0 0.5 -0.2539
O -1.477787 0.572806 -3.580207 -1.6 -1.0 -0.2 -0.1810
C -2.894372 0.545831 -3.933328 -0.5 -0.3 0.7 -0.1580
C -3.688763 1.814775 -3.344891 1.5 0.8 -2.0 -0.1458
O -3.764580 1.841982 -1.897868 -2.3 -1.5 -0.7 -0.0541
C -4.756372 0.949530 -1.392999 1.7 -2.9 2.5 -0.3635
O -4.362225 0.134254 -0.514429 -1.7 3.2 -3.1 0.0588
C -6.274562 0.894453 -1.864996 -0.5 1.0 0.1 -0.0956
C -6.940858 -0.559023 -1.828963 -0.3 -0.3 -0.6 -0.1571
C -6.018206 -1.748878 -2.366847 -0.8 -0.3 0.1 -0.1366
F -6.596853 -2.268330 -3.607146 0.8 0.7 1.7 -0.1319
H -0.602798 -2.006331 -1.415953 -0.9 1.3 -0.2 0.0672
H -2.258712 -1.203118 -1.270244 1.4 0.5 -0.5 0.0671
H -0.652530 -0.220280 -1.022006 -1.0 -1.1 -0.8 0.0771
H 0.070509 -0.835918 -3.486234 -1.7 0.3 0.5 0.1144
H -1.562436 -1.598436 -3.780313 0.6 1.5 0.7 0.1307
H -3.023001 0.444258 -5.071186 0.1 0.5 1.6 0.1433
H -3.328958 -0.401294 -3.469471 0.3 1.2 -0.6 0.0985
H -4.688970 1.939760 -3.881158 1.2 -0.4 0.9 0.1210
H -3.059262 2.735120 -3.646289 -1.0 -1.4 0.7 0.1443
H -6.866527 1.542869 -1.113081 1.1 -0.9 -1.1 0.1377
H -6.465616 1.396128 -2.885533 0.6 -0.9 1.6 0.1165
H -7.851079 -0.513928 -2.539161 1.5 -0.1 1.1 0.1254
H -7.385980 -0.844867 -0.807233 1.1 0.7 -1.4 0.1228
H -6.055646 -2.594259 -1.585089 0.3 1.2 -1.5 0.1321
H -4.952983 -1.456246 -2.629377 -1.4 -0.4 0.5 0.0964



Entry 3:
76
Properties=species:S:1:pos:R:3:forces:R:3:lowdin_charge:R:1 method="wB97M-V/def2-TZVPD" charge=-1 spin_multiplicity=1 de_lowest_kcal_mol=16.5 total_energy_ha=-3000.76587 lumo_energy_ev=1.7 max_force_ha_per_bohr=0.0275 orbital_gap_ha=0.1327 homo_ev=-1.8984
C -1.307611 -0.901992 -0.959710 0.8 -0.5 0.7 -0.0368
C -0.584067 -1.082582 0.168629 -1.1 0.7 -0.6 -0.1977
C -0.846100 -0.232995 1.391586 1.0 0.2 -0.1 -0.4113
N 0.166644 0.758074 1.645805 -0.2 -0.1 0.2 -0.1378
C 0.193232 1.756039 0.632391 0.0 -0.1 0.0 -0.3912
C -1.043599 2.661141 0.596969 0.8 0.1 0.1 -0.1787
F -1.077499 3.384270 -0.639401 -0.3 0.2 -0.2 -0.1403
H -1.800192 0.048243 -1.123184 -0.8 -0.3 0.2 0.0339
H -1.371659 -1.693237 -1.699613 0.5 0.4 -0.6 0.0187
H 0.229623 -1.796621 0.184061 -0.3 -0.4 0.3 0.0710
H -1.886204 0.148552 1.306798 -0.2 0.0 -0.1 0.0689
H -0.860765 -0.933155 2.236865 0.0 0.0 0.1 0.0809
H 0.343233 1.388319 -0.412678 -0.1 0.0 -0.1 0.0814
H 1.039166 2.420509 0.840918 0.2 0.0 -0.1 0.0816
H -1.977449 2.121301 0.710047 -0.1 0.0 -0.2 0.0890
H -0.938946 3.425088 1.363823 -0.3 0.0 0.2 0.0791
C 0.093813 4.998752 -3.184352 0.0 -0.1 0.4 -0.0449
C 0.304926 3.969068 -4.268576 -0.2 0.1 -0.1 -0.3054
O 0.722859 4.770372 -5.368815 0.3 -0.1 0.1 0.1237
C 1.320219 5.884581 -4.864745 -0.1 0.0 0.1 -0.5662
O 1.986092 6.635315 -5.495841 0.0 0.1 -0.1 0.1649
O 1.050878 6.009108 -3.548028 -0.1 -0.1 0.0 0.0689
F -0.836032 3.324172 -4.603796 0.0 0.1 -0.1 0.0778
H -0.911471 5.418391 -3.228008 0.0 -0.1 -0.1 0.1447
H 0.281195 4.615572 -2.184747 0.1 0.1 0.0 0.1246
H 1.077051 3.231588 -4.047689 -0.1 -0.1 0.0 0.1755
C 0.300996 7.095014 3.043932 -0.2 0.2 0.1 -0.0738
C 0.919385 6.439686 1.830097 0.2 -0.1 0.1 -0.3190
O 1.257439 5.163209 2.313047 -0.2 0.0 -0.1 0.1245
C 0.386006 4.850288 3.326374 0.0 0.1 -0.2 -0.5466
O 0.214399 3.772167 3.756909 0.0 0.0 0.3 0.2020
O -0.272348 5.981793 3.728168 0.1 0.0 -0.1 0.0607
F 2.047372 7.085109 1.423409 0.0 0.0 0.0 0.0631
H 1.058201 7.563024 3.675560 0.1 0.0 -0.1 0.1350
H -0.460811 7.828640 2.793337 -0.1 -0.1 0.0 0.1268
H 0.247628 6.334868 0.975751 0.1 0.1 -0.1 0.1724
C -1.743368 -5.312341 1.468124 0.0 0.0 0.2 -0.0441
C -1.617261 -6.441741 0.470253 -0.2 0.1 -0.1 -0.3087
O -1.101792 -5.781407 -0.668576 0.2 -0.1 0.1 0.1240
C -0.394381 -4.697725 -0.225288 -0.2 0.2 0.2 -0.5437
O 0.361477 -4.073051 -0.885562 0.2 -0.1 -0.3 0.1660
O -0.676229 -4.451632 1.069367 0.0 -0.1 0.0 0.0831
F -2.827513 -6.983295 0.159197 0.0 0.0 0.0 0.0587
H -2.694657 -4.788789 1.361942 0.0 -0.1 -0.1 0.1474
H -1.615915 -5.630366 2.498972 0.2 0.1 0.0 0.1402
H -0.936713 -7.241653 0.766940 -0.1 -0.1 -0.1 0.1741
C -2.949337 -10.462855 -1.697059 0.0 0.3 -0.2 -0.0510
C -3.917729 -11.305291 -0.899827 0.1 -0.2 0.0 -0.3175
O -3.095256 -11.822531 0.126445 -0.2 0.2 0.1 0.1283
C -2.078372 -10.929961 0.330860 0.1 0.0 -0.1 -0.5462
O -1.369316 -10.924086 1.274378 0.1 0.0 0.1 0.1895
O -2.020133 -10.047267 -0.694825 -0.1 -0.1 0.0 0.0644
F -4.429681 -12.330810 -1.627481 0.0 0.0 0.0 0.0692
H -2.430793 -11.056669 -2.451075 -0.1 -0.1 0.0 0.1450
H -3.412765 -9.601034 -2.169474 0.1 0.1 0.1 0.1405
H -4.741631 -10.747050 -0.452152 -0.1 -0.1 -0.1 0.1723
C 2.508236 -6.319232 -1.811349 -0.1 0.3 0.0 -0.0414
C 3.052919 -6.953044 -3.068591 0.2 -0.1 0.1 -0.3105
O 3.198537 -8.312101 -2.689282 -0.2 0.0 -0.2 0.1256
C 2.281263 -8.567168 -1.710772 0.0 0.1 0.1 -0.5549
O 1.965572 -9.649348 -1.351891 0.0 -0.1 0.1 0.1784
O 1.778206 -7.409534 -1.226739 0.1 0.0 -0.1 0.0673
F 4.264412 -6.455685 -3.419778 0.0 -0.1 0.0 0.0735
H 3.310852 -6.016287 -1.138094 0.1 -0.1 -0.1 0.1504
H 1.855041 -5.471125 -1.995909 -0.2 -0.1 0.1 0.1205
H 2.386445 -6.894223 -3.930523 0.1 0.1 -0.1 0.1725
C 1.854755 12.106443 2.511414 0.0 0.2 -0.1 -0.0519
C 0.933357 11.051854 3.081804 0.2 -0.2 -0.1 -0.3136
O 1.804925 10.297453 3.901407 -0.2 0.3 0.1 0.1221
C 2.811506 11.128826 4.309502 0.0 0.0 -0.1 -0.5450
O 3.561254 10.899153 5.190398 0.1 -0.1 0.1 0.1946
O 2.812443 12.260979 3.561887 -0.1 0.0 -0.1 0.0710
F 0.420430 10.252210 2.114291 0.0 0.0 0.1 0.0724
H 2.352514 11.746324 1.610230 -0.1 -0.1 0.0 0.1468
H 1.357529 13.049385 2.301994 0.1 0.1 0.1 0.1384
H 0.115565 11.443001 3.689547 -0.1 -0.1 -0.1 0.1732